Entry 1:
Density functional theory data (ωB97M-V/def2-TZVPD) for the molecule C8H11NS in a non-equilibrium geometry.

Results
Kohn-Sham gap (eV): 9.2516
HOMO energy (eV): -8.547
Multiplicity: 1
Energy above the lowest of the compared OMol25 structures with the same formula, charge and spin (kcal per mole): 35.6

Atoms and positions in Å:
C -0.659 2.275 0.813
C 1.784 0.270 -0.457
C 2.480 0.853 0.527
C -0.041 0.972 1.056
C 0.324 0.093 -0.253
C -0.599 0.400 -1.458
C -1.540 -1.717 0.147
C -0.059 -1.426 0.219
N -1.234 3.225 0.518
S 1.537 1.289 1.970
H 2.029 -0.122 -1.383
H 3.457 1.117 0.734
H -0.580 0.446 1.725
H -1.342 0.981 -1.143
H -0.847 -0.515 -1.993
H -0.102 1.090 -2.137
H -1.874 -1.602 1.148
H -1.605 -2.783 -0.170
H -2.115 -1.118 -0.514
H 0.608 -1.896 -0.544
H 0.377 -1.832 1.194

Cartesian forces, eV/Å:
C -0.4 -0.5 -0.5
C -0.4 0.9 1.7
C -2.4 -0.6 0.1
C 2.6 2.0 -2.1
C -2.1 -0.5 3.2
C 4.3 -1.2 -0.9
C 1.3 -1.9 -0.1
C 2.8 0.8 -1.3
N 0.1 0.2 0.1
S -0.2 -0.3 -0.8
H 1.6 -0.4 -1.6
H 2.1 0.0 -0.6
H -2.3 -1.8 1.9
H -3.8 1.6 1.2
H -0.3 0.3 0.0
H 0.4 -0.2 -0.3
H -1.0 -0.1 0.8
H -0.5 0.7 0.4
H -0.4 0.4 -0.5
H -1.1 -0.7 0.3
H -0.4 1.2 -1.0

Atomic partial charges in e from the natural (NBO) method, atoms 1 to 6: 0.268 -0.243 -0.306 -0.419 -0.008 -0.622

***

Entry 2:
Density functional theory data (ωB97M-V/def2-TZVPD) for the molecule C8H11O2P in a non-equilibrium geometry.

Results
Kohn-Sham gap (eV): 9.9276
HOMO energy (eV): -9.078
Multiplicity: 1
Energy above the lowest of the compared OMol25 structures with the same formula, charge and spin (kcal per mole): 0.0

Atoms and positions in Å:
C 2.873 -2.789 -0.893
C 2.270 -1.845 -0.459
C 1.477 -0.777 0.026
C 0.179 -0.939 0.232
C 2.176 0.529 0.350
C 1.202 1.693 0.560
C -0.719 -2.094 0.072
C -2.715 1.706 -0.293
O -1.143 1.188 2.174
O -1.305 1.633 -0.351
P -0.473 1.010 0.885
H 3.406 -3.624 -1.236
H 2.766 0.361 1.257
H 2.883 0.769 -0.449
H 1.497 2.331 1.392
H 1.126 2.302 -0.341
H -0.286 -2.811 -0.624
H -1.696 -1.774 -0.285
H -0.866 -2.581 1.034
H -3.057 1.624 0.742
H -3.155 0.904 -0.891
H -3.014 2.668 -0.710

Cartesian forces, eV/Å:
C -0.2 0.5 0.3
C 0.3 -0.6 -0.3
C -0.2 0.2 0.1
C -1.3 3.7 1.3
C 0.2 0.1 0.1
C -0.4 -0.3 0.2
C 0.0 0.0 -0.1
C -0.6 0.0 0.1
O 0.0 -0.2 0.4
O 0.8 -0.3 0.2
P 1.4 -2.4 -2.0
H 0.3 -0.4 -0.2
H 0.0 0.1 -0.1
H 0.0 -0.1 0.1
H -0.1 0.0 0.0
H -0.1 0.0 0.1
H -0.1 -0.1 0.0
H 0.0 -0.1 -0.1
H -0.1 -0.1 0.1
H -0.1 0.1 -0.1
H 0.0 0.0 0.0
H 0.0 -0.1 0.1

Atomic partial charges in e from the natural (NBO) method, atoms 1 to 6: -0.207 -0.036 -0.146 -0.140 -0.403 -0.790

***

Entry 3:
Density functional theory data (ωB97M-V/def2-TZVPD) for C8H11PS2 as an isolated structure in a non-equilibrium geometry.

Results
Kohn-Sham gap (eV): 7.5921
HOMO energy (eV): -8.257
Multiplicity: 1
Energy above the lowest of the compared OMol25 structures with the same formula, charge and spin (kcal per mole): 30.3

Atoms and positions in Å:
C -3.268 1.437 0.228
C -3.162 0.374 1.112
C -2.567 1.560 -0.939
C -2.142 -0.559 0.784
C -1.647 0.562 -1.241
C -1.369 -0.515 -0.379
C 1.078 1.622 1.625
C 2.077 0.802 0.660
P -0.043 -1.692 -0.759
S -0.734 -3.199 0.566
S 2.044 -0.923 0.705
H -4.131 2.179 0.222
H -3.605 0.345 2.033
H -2.618 2.583 -1.427
H -2.059 -1.461 1.514
H -1.159 0.562 -2.187
H 0.110 1.526 1.331
H 1.160 1.151 2.546
H 1.259 2.721 1.722
H 2.940 0.931 1.315
H 2.126 1.311 -0.277
H 0.290 -3.885 0.255

Cartesian forces, eV/Å:
C -3.1 1.4 0.1
C 3.2 -0.3 -3.1
C 1.3 0.8 -0.3
C -1.0 -1.6 2.2
C 0.4 -0.2 -0.2
C -1.0 1.0 0.6
C 2.3 0.3 -1.5
C -0.8 2.7 2.8
P 1.2 0.4 1.3
S -1.2 1.2 0.0
S -2.5 -2.1 -1.5
H 1.2 -0.8 1.1
H -1.5 -0.2 1.9
H -0.1 -1.9 -0.1
H 0.2 1.9 -1.3
H 0.6 0.3 -0.6
H -3.0 -0.4 -1.0
H 0.1 -0.6 2.0
H 0.4 -0.9 -0.3
H 0.9 0.4 -0.9
H 0.5 0.0 -0.8
H 1.7 -1.5 -0.4

Atomic partial charges in e from the natural (NBO) method, atoms 1 to 6: -0.180 -0.224 -0.232 -0.160 -0.169 -0.440

***

Entry 4:
Density functional theory data (ωB97M-V/def2-TZVPD) for the molecule C8H12 in a non-equilibrium geometry.

Results
Kohn-Sham gap (eV): 9.3036
HOMO energy (eV): -8.535
Multiplicity: 1
Energy above the lowest of the compared OMol25 structures with the same formula, charge and spin (kcal per mole): 43.4

Atoms and positions in Å:
C 1.224 -3.840 0.113
C -1.516 3.175 0.424
C 0.656 -2.723 0.715
C -0.767 2.008 0.780
C 0.262 -1.466 0.005
C -0.121 -0.328 0.624
C 0.479 1.286 -1.325
C -0.527 0.880 -0.188
H 1.426 -4.746 0.671
H 1.451 -3.875 -0.921
H -1.977 3.484 -0.535
H -1.368 3.955 1.163
H 0.404 -2.776 1.747
H -0.367 1.982 1.806
H 0.273 -1.441 -1.070
H -0.230 -0.343 1.736
H 0.687 0.512 -2.111
H 1.452 1.508 -0.891
H 0.067 2.139 -2.049
H -1.508 0.609 -0.692

Cartesian forces, eV/Å:
C -1.5 2.3 2.0
C 3.1 -2.7 1.5
C 0.8 -1.6 -2.6
C -2.9 4.1 -2.1
C 0.2 -0.1 1.4
C 0.3 -1.7 -0.4
C -0.9 0.5 -1.9
C -0.8 -0.2 -0.3
H 0.0 0.2 0.1
H 0.2 0.2 -0.9
H 0.4 -0.8 0.6
H -0.7 0.2 0.0
H 0.0 0.0 0.8
H 0.0 -0.1 -0.7
H 0.3 -0.3 -0.4
H 0.2 0.3 -1.0
H -0.4 0.1 1.1
H 0.0 0.5 -0.1
H 0.9 -1.3 2.2
H 1.0 0.5 0.6

Atomic partial charges in e from the natural (NBO) method, atoms 1 to 6: -0.383 -0.405 -0.201 -0.158 -0.224 -0.155

***

Entry 5:
Density functional theory data (ωB97M-V/def2-TZVPD) for C8H12AsAuN2O7S2 as an isolated structure.

Results
Kohn-Sham gap (eV): 6.2198
HOMO energy (eV): -9.243
Multiplicity: 1
Energy above the lowest of the compared OMol25 structures with the same formula, charge and spin (kcal per mole): 26.9

Atoms and positions in Å:
Au 0.226 -2.524 -0.479
O 3.394 0.678 -1.056
As 2.458 -0.230 0.155
O 3.517 -1.085 1.025
O 1.540 -1.147 -1.067
C 1.299 1.239 0.655
C 1.437 2.436 -0.041
C 0.532 3.469 0.165
C -0.520 3.305 1.052
C -0.655 2.116 1.753
C 0.258 1.091 1.567
S 0.084 -0.403 2.524
O -1.335 -0.651 2.628
O 0.823 -0.217 3.737
O 0.737 -1.365 1.586
H 4.233 0.210 -1.136
H 2.256 2.560 -0.734
H 0.653 4.402 -0.370
H -1.230 4.108 1.206
H -1.465 1.969 2.455
N -2.310 0.336 -2.870
C -1.239 -0.239 -2.317
N -0.028 -0.003 -2.749
S -1.590 -1.223 -0.928
H -2.213 1.057 -3.565
H -3.232 0.124 -2.530
H 0.129 0.570 -3.563
H 0.767 -0.389 -2.187
C -1.736 -4.029 1.066
O -0.768 -4.082 0.040
H -2.439 -3.202 0.919
H -1.278 -3.928 2.051
H -2.308 -4.957 1.008

Cartesian forces, eV/Å:
Au 0.1 0.2 0.4
O -0.1 -0.1 0.0
As 0.0 0.0 -0.1
O 0.0 0.1 -0.1
O 0.2 -0.1 0.2
C -0.1 -0.1 -0.1
C 0.1 0.1 0.0
C 0.0 0.0 0.0
C 0.0 0.0 0.0
C 0.0 0.1 0.1
C 0.0 0.1 0.0
S 0.0 -0.3 -0.4
O -0.1 0.0 0.0
O -0.1 0.1 0.0
O 0.3 -0.1 0.2
H 0.1 0.0 0.0
H 0.0 0.0 0.0
H 0.0 0.0 0.0
H 0.0 0.0 0.0
H 0.0 0.0 0.0
N 0.0 0.0 -0.1
C 0.1 0.1 0.2
N -0.3 0.0 -0.2
S -0.3 -0.1 -0.2
H 0.0 0.0 0.0
H 0.0 0.0 0.0
H 0.0 0.0 0.0
H 0.2 0.0 0.1
C 0.1 0.1 0.1
O -0.1 0.0 -0.3
H 0.0 0.0 0.0
H 0.0 0.1 0.0
H 0.0 0.0 0.0

Atomic partial charges in e from the natural (NBO) method, atoms 1 to 6: 1.393 -1.049 2.434 -1.083 -1.170 -0.457

***

Entry 6:
Density functional theory data (ωB97M-V/def2-TZVPD) for C8H12AuCeCl2N2O3S as an isolated structure in a non-equilibrium geometry.

Results
Kohn-Sham gap (alpha / beta) (eV): 8.3144 / 4.7022
HOMO energy (alpha / beta) (eV): -22.844 / -22.848
Multiplicity: 4
Total charge: +4

Atoms and positions in Å:
Au 2.309 0.977 -2.848
Ce 0.101 -0.477 1.412
Cl 0.895 1.185 -1.035
Cl 2.087 -1.961 1.904
C -1.675 -1.575 0.070
C 3.122 1.867 -4.398
C 3.572 -0.144 -3.872
O -2.527 -2.082 -0.535
O 3.625 2.391 -5.300
O 4.320 -0.810 -4.451
C -3.827 2.465 4.609
C -3.958 1.825 3.250
N -2.654 1.380 2.636
C -1.651 0.879 3.428
S -0.039 1.440 3.260
N -1.991 0.009 4.417
C -3.144 -0.951 4.310
C -3.386 -1.507 2.930
H -3.385 1.784 5.345
H -4.825 2.744 4.955
H -3.223 3.378 4.554
H -4.615 0.951 3.260
H -4.378 2.536 2.530
H -2.320 2.051 1.939
H -1.203 -0.338 4.971
H -2.911 -1.764 5.008
H -4.026 -0.436 4.710
H -2.605 -2.212 2.620
H -4.329 -2.068 2.942
H -3.494 -0.717 2.179

Cartesian forces, eV/Å:
Au -1.1 0.1 1.4
Ce 3.8 -0.9 -0.1
Cl -0.1 -0.3 0.2
Cl -1.3 0.9 -0.3
C -6.0 -3.6 -4.3
C 2.2 5.9 -5.9
C 4.7 -6.5 -2.4
O 4.3 2.5 3.0
O -2.2 -2.7 4.2
O -3.4 3.4 2.5
C 0.5 0.3 1.1
C -0.2 -0.2 -1.8
N -0.8 1.7 1.5
C 0.4 -1.0 2.0
S -0.6 0.9 0.5
N 0.1 -0.6 -2.4
C -0.1 0.2 1.3
C -0.2 -0.1 -0.5
H -0.2 0.2 0.0
H 0.0 -0.1 -0.1
H -0.1 -0.1 0.0
H -0.1 0.0 0.1
H 0.1 -0.2 0.0
H 0.0 -0.3 -0.4
H -0.1 0.4 0.3
H -0.1 0.3 0.0
H 0.1 -0.2 0.0
H 0.0 -0.1 0.2
H 0.2 0.0 0.0
H -0.1 -0.2 0.0

Atomic partial charges in e from the Löwdin method, atoms 1 to 6: 0.936 0.518 0.064 0.167 -0.028 -0.109

***

Entry 7:
Density functional theory data (ωB97M-V/def2-TZVPD) for C8H12B2Cl6F14HgNO4S2 as an isolated structure in a non-equilibrium geometry.

Results
Kohn-Sham gap (eV): 8.5087
HOMO energy (eV): -8.827
Multiplicity: 1
Total charge: -1
Energy above the lowest of the compared OMol25 structures with the same formula, charge and spin (kcal per mole): 45.2

Atoms and positions in Å:
Hg -0.969 2.429 -2.498
B -1.772 1.633 -5.080
F -0.772 2.080 -5.970
F -2.201 2.707 -4.334
F -2.911 1.212 -5.763
F -1.145 0.755 -4.197
B -3.861 2.042 -1.915
F -2.711 1.219 -1.688
F -4.652 2.175 -0.764
F -3.237 3.213 -2.232
F -4.647 1.759 -2.989
C -1.206 1.502 1.519
F -2.419 1.847 1.014
F -1.254 2.142 2.654
F -1.282 0.201 1.697
S 0.236 2.173 0.387
O -0.318 3.510 0.033
O 1.469 2.334 1.173
N 0.189 1.304 -1.006
S 1.295 0.246 -0.651
O 2.594 0.728 -1.180
O 1.339 -0.409 0.661
C 0.853 -1.106 -2.018
F 1.898 -1.989 -2.096
F -0.305 -1.686 -1.669
F 0.819 -0.491 -3.235
Cl 4.243 -0.388 2.933
C 4.798 0.371 1.373
C 5.157 1.801 1.571
Cl 5.605 2.763 0.124
H 4.006 0.312 0.626
H 5.567 -0.311 1.012
H 6.104 1.870 2.106
H 4.379 2.397 2.049
Cl -4.462 -0.162 4.620
C -4.372 -0.143 2.886
C -3.807 -1.511 2.424
Cl -4.982 -2.880 2.820
H -3.578 0.561 2.636
H -5.363 0.111 2.509
H -2.771 -1.560 2.759
H -3.779 -1.502 1.335
Cl 3.855 -2.801 0.181
C 2.934 -4.332 0.447
C 1.630 -4.014 1.206
Cl 0.584 -5.487 1.220
H 3.641 -5.005 0.932
H 2.641 -4.673 -0.546
H 1.119 -3.206 0.682
H 1.823 -3.741 2.244

Cartesian forces, eV/Å:
Hg -0.3 0.2 0.1
B -0.3 -0.4 -3.6
F -0.2 -0.1 0.2
F 0.2 2.1 1.4
F 0.9 -0.7 0.4
F -0.1 -0.9 0.6
B -2.1 0.1 0.7
F -0.3 -1.7 0.4
F 0.7 -0.4 -0.1
F 1.4 3.2 0.3
F -0.1 -1.3 -0.3
C -2.5 0.6 -0.8
F 0.9 -0.1 -1.5
F 1.9 0.2 1.4
F 1.1 -0.5 0.1
S -1.1 6.1 2.4
O 0.1 -2.5 -0.4
O -2.0 -1.6 -1.6
N -0.8 1.1 2.8
S 6.5 -4.8 -3.4
O -2.3 -0.7 1.2
O -1.3 1.2 -1.8
C 1.4 0.9 0.3
F -1.8 0.7 0.5
F 1.0 0.1 -0.9
F -0.5 -0.9 1.7
Cl 0.1 0.6 -0.5
C -0.9 -1.0 -0.9
C 1.3 1.0 0.8
Cl -0.3 -0.4 -0.6
H -0.3 -0.2 0.4
H 0.4 0.5 0.1
H -0.4 0.0 0.6
H 0.0 -0.4 0.1
Cl -0.2 0.2 1.5
C 0.9 -1.2 -0.6
C -1.4 0.9 -0.9
Cl 1.2 0.8 0.0
H -0.6 0.3 -0.2
H 0.4 0.0 -0.3
H -0.4 -0.9 0.5
H 0.0 -0.1 0.0
Cl -0.1 -0.2 0.2
C -0.5 0.6 -0.2
C 0.8 -0.3 -0.1
Cl 0.2 0.4 0.0
H -0.5 -0.1 0.0
H 0.3 -0.2 0.1
H -0.1 -0.2 0.2
H -0.1 0.0 -0.2

Atomic partial charges in e from the natural (NBO) method, atoms 1 to 6: 1.714 1.322 -0.564 -0.547 -0.536 -0.567

***

Entry 8:
Density functional theory data (ωB97M-V/def2-TZVPD) for a 2-piece molecular cluster, C8H12BINO overall in a non-equilibrium geometry.

Results
Kohn-Sham gap (eV): 5.2587
HOMO energy (eV): -2.729
Multiplicity: 1
Total charge: -1

Atoms and positions in Å:
I -2.727 -1.062 -1.759
B -2.446 1.109 -1.472
C -1.718 1.662 -0.125
C -2.593 2.277 1.011
C -1.835 2.756 2.296
C -0.298 2.614 2.290
N 0.528 2.060 1.269
C -0.188 1.603 0.123
H -2.834 1.827 -2.321
H -3.733 2.381 0.938
H -2.388 3.189 3.192
H 0.240 2.964 3.247
H 0.442 1.110 -0.715
C 1.964 -3.002 -1.720
C 1.909 -1.637 -1.006
C 1.521 -1.858 0.470
O 0.951 -0.901 -1.585
H 1.001 -3.525 -1.691
H 2.255 -2.891 -2.770
H 2.706 -3.658 -1.242
H 2.952 -1.262 -0.991
H 0.543 -2.342 0.574
H 1.489 -0.911 1.019
H 2.259 -2.502 0.970

Cartesian forces, eV/Å:
I 0.2 1.4 0.2
B 1.1 -0.8 1.5
C 0.4 1.4 3.4
C 4.1 -0.1 0.7
C 1.7 -1.6 -3.6
C -2.0 -0.4 -0.7
N -5.0 0.5 -0.3
C -1.3 0.4 0.6
H -0.2 0.0 -0.1
H 1.9 -0.3 0.1
H 0.9 -0.7 -1.4
H -0.8 -0.6 -1.8
H -0.9 0.5 1.5
C 0.7 -0.6 0.2
C -1.7 -0.9 0.2
C 0.7 -0.4 0.6
O -0.2 1.5 -0.6
H 0.0 0.3 0.1
H -0.1 0.2 0.1
H 0.1 -0.2 0.0
H 0.3 0.4 -0.2
H 0.0 0.1 -0.3
H 0.0 0.0 -0.2
H 0.0 0.0 0.2

Atomic partial charges in e from the natural (NBO) method, atoms 1 to 6: -0.027 0.456 -0.464 -0.173 -0.306 0.016

***

Entry 9:
Density functional theory data (ωB97M-V/def2-TZVPD) for the molecule C8H12BNO4S in a non-equilibrium geometry.

Results
Kohn-Sham gap (eV): 7.6873
HOMO energy (eV): -7.760
Multiplicity: 1
Energy above the lowest of the compared OMol25 structures with the same formula, charge and spin (kcal per mole): 81.4

Atoms and positions in Å:
B 4.069 0.599 0.280
C 1.677 -2.584 -0.205
C 0.286 -2.476 -0.232
C 2.775 -1.696 -0.017
C -0.696 -1.473 -0.161
C 2.830 -0.381 -0.129
C -0.735 -0.144 -0.245
C -2.916 0.355 0.687
C -1.551 2.121 -0.335
N -1.696 0.729 -0.054
O 0.983 0.716 -2.033
O 1.358 1.628 0.196
O 4.066 1.877 0.163
O 5.103 -0.080 0.778
S 1.130 0.454 -0.613
H 1.954 -3.466 -0.582
H -0.110 -3.473 -0.672
H 3.693 -2.167 0.303
H -1.671 -1.966 -0.411
H -2.709 0.054 1.725
H -3.637 1.220 0.577
H -3.414 -0.632 0.188
H -2.211 2.238 -1.194
H -1.934 2.832 0.308
H -0.608 2.391 -0.805
H 3.222 2.248 0.140
H 5.895 0.344 1.142

Cartesian forces, eV/Å:
B -1.5 -2.9 -0.1
C -2.9 2.8 0.5
C 2.4 -1.8 -1.8
C 0.1 -0.1 0.7
C -3.2 -1.9 -0.7
C -1.9 0.8 -0.4
C 3.8 -0.3 0.5
C -1.4 -1.8 -1.7
C -0.1 -0.3 -4.2
N -0.3 -0.1 1.8
O 0.3 -0.8 0.0
O -0.3 1.4 1.0
O 2.3 2.5 0.1
O 1.6 -1.3 0.6
S 0.6 1.0 -0.3
H 1.3 -3.6 -0.8
H 0.3 1.8 1.2
H 0.3 -0.2 -0.1
H 0.4 0.6 0.9
H 0.0 0.5 -0.2
H 0.8 -1.2 0.4
H 1.0 2.5 1.0
H -0.4 0.5 -0.4
H -0.2 0.9 2.3
H 0.2 -0.1 0.8
H -2.5 1.1 -0.4
H -0.6 0.2 -0.4

Atomic partial charges in e from the natural (NBO) method, atoms 1 to 6: 1.079 -0.278 -0.140 -0.185 -0.422 -0.431